# 1
Formula: C26H25FeN2O
Source: OMol25
Level of theory: ωB97M-V with the def2-TZVPD basis set

The value obtained for the electronic energy is -66777.273 eV. The LUMO energy (alpha / beta) is 2.66 / 2.15 eV.

ORCA input file:
```
! wB97M-V def2-TZVPD RIJCOSX def2/J DEFGRID3
* xyz -1 5
C -0.98524 0.35263 6.17005
O -1.55180 1.31443 5.24901
C -1.75131 0.91921 3.96566
C -2.40664 1.83171 3.09417
C -2.74570 1.43765 1.82764
C -2.43519 0.12937 1.34278
C -2.92979 -0.26813 0.08926
C -2.48575 -1.43663 -0.60056
C -3.31049 -2.28334 -1.47684
C -2.48222 -3.34716 -1.99511
C -1.12875 -3.14866 -1.51210
C -1.10663 -1.95907 -0.69615
Fe -1.81816 -1.54404 -2.48476
C -1.25602 0.29637 -2.96407
C -2.64907 0.05265 -3.30279
C -2.70153 -1.10277 -4.18767
C -1.34042 -1.57280 -4.39324
C -0.44787 -0.70916 -3.63368
C -1.70258 -0.74363 2.20869
C -1.38061 -0.36512 3.49282
H -0.94184 0.89872 7.11163
H -1.62579 -0.53556 6.26901
H 0.02234 0.04529 5.85655
H -2.64987 2.82098 3.47541
H -3.26269 2.12164 1.15372
H -3.76781 0.28336 -0.34913
H -4.38408 -2.14903 -1.58581
H -2.82676 -4.18193 -2.59958
H -0.29150 -3.82071 -1.68279
H -0.26066 -1.52516 -0.16098
H -0.87707 1.13680 -2.38726
H -3.49059 0.67698 -3.01623
H -3.59636 -1.50032 -4.66039
H -1.03639 -2.38205 -5.05185
H 0.63850 -0.74555 -3.63499
H -1.43777 -1.74661 1.87393
H -0.87050 -1.06336 4.15935
C 3.83417 4.21231 -0.82016
C 3.95230 2.74072 -0.53816
C 2.78894 1.95750 -0.45259
C 2.89242 0.58780 -0.19166
C 4.18692 0.02878 -0.01249
C 5.35042 0.77703 -0.09329
C 5.21984 2.14885 -0.36077
N 3.96899 -1.32266 0.23302
C 2.62267 -1.55768 0.20088
N 1.95049 -0.42782 -0.05538
H 4.82085 4.68535 -0.86207
H 3.32696 4.38904 -1.77806
H 3.24433 4.71596 -0.04256
H 1.79461 2.38711 -0.58535
H 6.31281 0.28244 0.05015
H 6.10471 2.78484 -0.43639
H 4.68325 -2.02306 0.40892
H 2.21997 -2.55353 0.37227
*
```

=====

# 2
Formula: C41H61F6N13O8ReS4Si
Source: OMol25
Level of theory: ωB97M-V with the def2-TZVPD basis set

The value obtained for the electronic energy is -148905.027 eV. The LUMO energy (alpha / beta) is -5.15 / -6.60 eV.

ORCA input file:
```
! wB97M-V def2-TZVPD RIJCOSX def2/J DEFGRID3
* xyz 2 4
Re 0.28456 -0.16583 -0.13597
C -1.54887 -4.01235 3.47654
N -1.29563 -2.71185 2.82882
C -0.75486 -2.46857 1.65090
N -0.72682 -1.14706 1.46171
C -1.29821 -0.63079 2.60118
N -1.65314 -1.55437 3.44750
C -2.26328 -4.98538 2.56763
C -2.02774 -6.34918 2.67336
C -2.72469 -7.24014 1.86531
C -3.65212 -6.78153 0.94174
C -3.88942 -5.41578 0.83912
C -3.19959 -4.52703 1.65419
C -4.85752 -4.88443 -0.11705
N -5.62644 -5.49621 -0.94458
N -6.33791 -4.50217 -1.62728
C -5.93206 -3.37920 -1.15125
O -4.99240 -3.53785 -0.18614
C -6.26391 -2.01211 -1.54602
C -7.00469 -1.76309 -2.69675
C -7.19972 -0.45473 -3.10990
C -6.61392 0.59817 -2.41500
C -5.87281 0.34793 -1.26778
C -5.14906 1.46507 -0.55891
N -3.66879 1.38404 -0.71324
C -2.81599 0.53181 -0.17801
N -1.57857 0.83778 -0.58533
C -1.77212 1.91241 -1.42466
N -3.01910 2.27066 -1.51365
C -5.73938 -0.95487 -0.81514
H -2.15324 -3.78173 4.34936
H -0.60027 -4.41855 3.82224
H -0.40074 -3.21533 0.95579
H -1.42585 0.42238 2.78642
H -1.31123 -6.72409 3.39896
H -2.54114 -8.30322 1.95827
H -4.19591 -7.46689 0.30246
H -3.42538 -3.46902 1.57994
H -7.40311 -2.59641 -3.26388
H -7.78795 -0.25195 -3.99756
H -6.73026 1.61564 -2.77531
H -5.36981 1.47229 0.50698
H -5.41682 2.42651 -0.98033
H -3.08356 -0.25792 0.50671
H -0.98296 2.43135 -1.94937
H -5.19846 -1.16964 0.10126
F 1.65448 -1.53975 -3.72444
C 1.37057 -2.72701 -3.15980
F 2.19717 -2.90807 -2.13230
F 1.51548 -3.68226 -4.04100
S -0.37389 -2.69655 -2.54273
O -0.31259 -1.80876 -1.34898
O -0.73653 -4.02981 -2.20381
N -1.18290 -2.13140 -3.72638
S -1.12705 -0.63789 -4.31044
O -0.68798 -0.60530 -5.66164
O -0.54937 0.31535 -3.37670
C -2.91591 -0.25106 -4.25841
F -3.07958 1.02078 -4.58163
F -3.32279 -0.44012 -2.98851
F -3.60160 -1.02291 -5.06893
C 3.45335 1.33110 -3.67444
C 2.53622 2.39946 -3.08037
C 3.31742 3.66644 -2.76296
C 1.38024 2.71374 -4.03500
N 2.03735 1.91929 -1.75282
N 1.31882 0.68140 -1.86931
H 4.05049 1.76570 -4.47592
H 2.88959 0.49985 -4.11029
H 4.14270 0.94041 -2.91693
H 3.72320 4.09322 -3.68149
H 4.15191 3.45506 -2.08709
H 2.67498 4.42358 -2.29853
H 1.76934 3.01228 -5.00987
H 0.77133 3.54010 -3.65318
H 0.73346 1.84731 -4.21049
H 1.38805 2.60359 -1.37665
H 2.00758 -0.01658 -2.14015
H 0.63245 0.69721 -2.63558
S 0.58173 1.84795 1.19205
C 2.24028 1.76776 1.75131
N 2.57822 1.62624 3.01925
C 4.04539 1.58145 3.18771
C 4.54144 1.68840 1.72636
N 3.28916 1.88485 0.97920
H 1.91290 1.58049 3.77171
H 4.33479 0.63928 3.64122
H 4.38733 2.39818 3.81744
H 5.02458 0.76789 1.40395
H 5.21360 2.52613 1.57101
H 3.18097 1.92754 -0.03316
C 7.00223 -1.57866 0.62616
C 5.93189 -2.58690 0.25652
C 5.37038 -2.29899 -1.12949
C 6.47223 -4.00554 0.33409
O 4.88425 -2.44810 1.26378
Si 3.35118 -2.92452 1.39800
S 2.23656 -1.17169 0.53461
O 3.01411 -4.24469 0.57332
C 2.45780 -5.60054 0.59335
C 2.43554 -6.07593 -0.84848
C 3.35313 -6.50877 1.43140
C 1.05213 -5.54611 1.16851
O 2.86499 -2.74649 2.92919
C 3.39062 -3.16638 4.22566
C 4.58030 -4.09960 4.05784
C 3.81799 -1.90252 4.94921
C 2.24683 -3.85117 4.95226
H 7.90680 -1.77014 0.04617
H 7.25009 -1.65777 1.68651
H 6.67281 -0.55791 0.41083
H 6.18042 -2.27674 -1.86174
H 4.86112 -1.33083 -1.13626
H 4.65677 -3.07306 -1.42402
H 7.24926 -4.15308 -0.41868
H 5.67156 -4.72446 0.14361
H 6.90297 -4.20160 1.31870
H 3.40842 -5.90759 -1.31654
H 1.66537 -5.56253 -1.41643
H 2.21785 -7.14474 -0.88222
H 4.40356 -6.23567 1.31705
H 3.23795 -7.54296 1.10581
H 3.08870 -6.46960 2.48935
H 0.35273 -5.12623 0.44039
H 1.04188 -4.94426 2.08316
H 0.71228 -6.55324 1.41416
H 5.41721 -3.57934 3.58214
H 4.31241 -4.96157 3.44702
H 4.91054 -4.46468 5.03138
H 4.56033 -1.37035 4.34856
H 4.27425 -2.15456 5.90851
H 2.95708 -1.25387 5.13536
H 1.92152 -4.73396 4.39513
H 1.40275 -3.16348 5.05960
H 2.56249 -4.17321 5.94750
*
```

=====

# 3
Formula: C35H38Cl2NOSi
Source: OMol25
Level of theory: ωB97M-V with the def2-TZVPD basis set

The value obtained for the electronic energy is -73365.555 eV. The LUMO energy is -5.65 eV.

ORCA input file:
```
! wB97M-V def2-TZVPD RIJCOSX def2/J DEFGRID3
* xyz 1 1
Cl -5.90924 0.35863 -0.30554
C -4.67880 0.00227 0.81835
C -4.61913 -1.26963 1.40735
C -3.54464 -1.60240 2.22886
C -2.45860 -0.69436 2.41204
C -1.17466 -1.16180 2.83130
C -0.02302 -0.47225 2.36333
C 0.86941 -1.05735 1.48674
C 2.12000 -0.47242 1.08038
C 3.21456 -1.30457 0.74013
C 4.44396 -0.77311 0.37132
C 4.59335 0.62074 0.28185
Cl 6.10961 1.28570 -0.13758
C 3.50727 1.47058 0.55348
C 2.29168 0.92974 0.97306
C -2.62453 0.63394 1.90898
C -3.70235 0.97287 1.10500
H -5.39669 -1.99707 1.17641
H -3.46725 -2.60633 2.63771
H -1.07989 -2.14420 3.29784
H 0.12691 0.57606 2.65442
H 0.58663 -2.00352 1.02482
H 3.08707 -2.38812 0.80075
H 5.29234 -1.41827 0.15484
H 3.62971 2.54433 0.44170
H 1.44532 1.58228 1.19203
H -1.83247 1.36866 2.07264
H -3.78068 1.96574 0.65472
C 1.03240 -4.52513 1.84800
Si 1.48363 -5.43318 3.40633
C 1.63145 -7.26341 3.21446
C 3.04506 -4.70336 4.11422
O 0.18218 -5.05494 4.33434
C -0.49935 -5.26109 5.54546
C -1.76810 -6.09065 5.26529
C -2.28649 -6.16959 3.97190
C -3.37884 -7.00581 3.71204
C -3.94482 -7.75932 4.74463
C -3.46820 -7.63520 6.05333
C -2.40745 -6.76591 6.31688
C 0.46667 -5.95522 6.52631
C 0.43417 -7.34958 6.70998
C 1.37100 -7.97622 7.54329
C 2.44163 -7.25170 8.05916
C 2.53814 -5.88391 7.78192
C 1.52350 -5.22610 7.07296
C -0.94683 -3.84757 6.04721
C -2.44245 -3.48035 5.87776
C -2.45752 -1.95924 6.03442
C -0.97385 -1.54763 5.96637
N -0.33449 -2.72448 5.37904
H 1.86663 -4.49302 1.13354
H 0.17374 -5.00810 1.36264
H 0.73906 -3.49745 2.09490
H 2.22749 -7.45630 2.31150
H 2.14669 -7.72182 4.06635
H 0.66046 -7.75696 3.09803
H 3.78015 -4.68354 3.29247
H 2.89527 -3.67308 4.47304
H 3.46393 -5.29952 4.93787
H -1.81616 -5.60533 3.16526
H -3.77541 -7.04992 2.69562
H -4.77361 -8.43640 4.53053
H -3.90791 -8.21299 6.87314
H -2.03108 -6.64606 7.33692
H -0.31385 -7.95636 6.18847
H 1.24012 -9.03757 7.77312
H 3.20514 -7.75089 8.66138
H 3.39256 -5.31196 8.14411
H 1.58175 -4.15051 6.90113
H -0.72730 -3.79376 7.13060
H -2.69090 -3.71914 4.83525
H -3.13092 -4.06182 6.51304
H -3.00275 -1.52755 5.19048
H -2.95642 -1.60935 6.94908
H -0.78268 -0.64347 5.38278
H -0.60519 -1.37930 7.00178
H 0.68504 -2.71359 5.43205
*
```

=====

# 4
Formula: C7H7ClN2
Source: OMol25
Level of theory: ωB97M-V with the def2-TZVPD basis set

The value obtained for the electronic energy is -22869.641 eV. The LUMO energy (alpha / beta) is -0.32 / -0.32 eV.

ORCA input file:
```
! wB97M-V def2-TZVPD RIJCOSX def2/J DEFGRID3
* xyz 0 1
C 0.90953 -2.12664 -0.26570
C -1.04666 2.39432 -0.21612
C 0.21986 2.04069 -0.57612
C -0.08626 -1.99070 0.56752
C 2.10365 -2.40583 -0.63883
C -1.69618 1.24164 0.46495
C 0.33131 0.68528 -0.21444
N -1.03918 -0.97452 0.86603
N -0.70837 0.23173 0.41730
Cl 3.22229 -2.12303 0.85883
H 1.19574 0.00213 -0.37763
H -1.63197 3.23966 -0.28816
H 0.94161 2.77873 -1.06317
H -0.46276 -2.91203 1.06063
H -2.19572 1.40148 1.36845
H -2.65652 1.00245 -0.30665
H 2.59964 -2.48534 -1.65688
*
```

=====

Please write out number 4 again, unchanged.
Formula: C7H7ClN2
Source: OMol25
Level of theory: ωB97M-V with the def2-TZVPD basis set

The value obtained for the electronic energy is -22869.641 eV. The LUMO energy (alpha / beta) is -0.32 / -0.32 eV.

ORCA input file:
```
! wB97M-V def2-TZVPD RIJCOSX def2/J DEFGRID3
* xyz 0 1
C 0.90953 -2.12664 -0.26570
C -1.04666 2.39432 -0.21612
C 0.21986 2.04069 -0.57612
C -0.08626 -1.99070 0.56752
C 2.10365 -2.40583 -0.63883
C -1.69618 1.24164 0.46495
C 0.33131 0.68528 -0.21444
N -1.03918 -0.97452 0.86603
N -0.70837 0.23173 0.41730
Cl 3.22229 -2.12303 0.85883
H 1.19574 0.00213 -0.37763
H -1.63197 3.23966 -0.28816
H 0.94161 2.77873 -1.06317
H -0.46276 -2.91203 1.06063
H -2.19572 1.40148 1.36845
H -2.65652 1.00245 -0.30665
H 2.59964 -2.48534 -1.65688
*
```

=====

Which of these has the lowest electronic energy?
C41H61F6N13O8ReS4Si

=====

Repeat the third record exactly.
Formula: C35H38Cl2NOSi
Source: OMol25
Level of theory: ωB97M-V with the def2-TZVPD basis set

The value obtained for the electronic energy is -73365.555 eV. The LUMO energy is -5.65 eV.

ORCA input file:
```
! wB97M-V def2-TZVPD RIJCOSX def2/J DEFGRID3
* xyz 1 1
Cl -5.90924 0.35863 -0.30554
C -4.67880 0.00227 0.81835
C -4.61913 -1.26963 1.40735
C -3.54464 -1.60240 2.22886
C -2.45860 -0.69436 2.41204
C -1.17466 -1.16180 2.83130
C -0.02302 -0.47225 2.36333
C 0.86941 -1.05735 1.48674
C 2.12000 -0.47242 1.08038
C 3.21456 -1.30457 0.74013
C 4.44396 -0.77311 0.37132
C 4.59335 0.62074 0.28185
Cl 6.10961 1.28570 -0.13758
C 3.50727 1.47058 0.55348
C 2.29168 0.92974 0.97306
C -2.62453 0.63394 1.90898
C -3.70235 0.97287 1.10500
H -5.39669 -1.99707 1.17641
H -3.46725 -2.60633 2.63771
H -1.07989 -2.14420 3.29784
H 0.12691 0.57606 2.65442
H 0.58663 -2.00352 1.02482
H 3.08707 -2.38812 0.80075
H 5.29234 -1.41827 0.15484
H 3.62971 2.54433 0.44170
H 1.44532 1.58228 1.19203
H -1.83247 1.36866 2.07264
H -3.78068 1.96574 0.65472
C 1.03240 -4.52513 1.84800
Si 1.48363 -5.43318 3.40633
C 1.63145 -7.26341 3.21446
C 3.04506 -4.70336 4.11422
O 0.18218 -5.05494 4.33434
C -0.49935 -5.26109 5.54546
C -1.76810 -6.09065 5.26529
C -2.28649 -6.16959 3.97190
C -3.37884 -7.00581 3.71204
C -3.94482 -7.75932 4.74463
C -3.46820 -7.63520 6.05333
C -2.40745 -6.76591 6.31688
C 0.46667 -5.95522 6.52631
C 0.43417 -7.34958 6.70998
C 1.37100 -7.97622 7.54329
C 2.44163 -7.25170 8.05916
C 2.53814 -5.88391 7.78192
C 1.52350 -5.22610 7.07296
C -0.94683 -3.84757 6.04721
C -2.44245 -3.48035 5.87776
C -2.45752 -1.95924 6.03442
C -0.97385 -1.54763 5.96637
N -0.33449 -2.72448 5.37904
H 1.86663 -4.49302 1.13354
H 0.17374 -5.00810 1.36264
H 0.73906 -3.49745 2.09490
H 2.22749 -7.45630 2.31150
H 2.14669 -7.72182 4.06635
H 0.66046 -7.75696 3.09803
H 3.78015 -4.68354 3.29247
H 2.89527 -3.67308 4.47304
H 3.46393 -5.29952 4.93787
H -1.81616 -5.60533 3.16526
H -3.77541 -7.04992 2.69562
H -4.77361 -8.43640 4.53053
H -3.90791 -8.21299 6.87314
H -2.03108 -6.64606 7.33692
H -0.31385 -7.95636 6.18847
H 1.24012 -9.03757 7.77312
H 3.20514 -7.75089 8.66138
H 3.39256 -5.31196 8.14411
H 1.58175 -4.15051 6.90113
H -0.72730 -3.79376 7.13060
H -2.69090 -3.71914 4.83525
H -3.13092 -4.06182 6.51304
H -3.00275 -1.52755 5.19048
H -2.95642 -1.60935 6.94908
H -0.78268 -0.64347 5.38278
H -0.60519 -1.37930 7.00178
H 0.68504 -2.71359 5.43205
*
```

=====

The highest electronic energy belongs to which entry?
C7H7ClN2